{
  "formula": "C19H60N10O11",
  "method": "the ωB97M-V functional and the def2-TZVPD basis",
  "symbols": ["N", "C", "N", "O", "H", "H", "H", "H", "N", "C", "N", "O", "H", "H", "H", "H", "N", "C", "N", "O", "H", "H", "H", "H", "N", "C", "N", "O", "H", "H", "H", "H", "N", "C", "N", "O", "H", "H", "H", "H", "C", "C", "C", "O", "H", "H", "H", "H", "H", "H", "H", "H", "C", "C", "C", "O", "H", "H", "H", "H", "H", "H", "H", "H", "C", "C", "C", "O", "H", "H", "H", "H", "H", "H", "H", "H", "C", "C", "C", "O", "H", "H", "H", "H", "H", "H", "H", "H", "C", "O", "H", "H", "H", "H", "C", "O", "H", "H", "H", "H"],
  "positions_angstrom": [[20.220, 14.990, 6.066], [19.790, 14.270, 7.083], [19.898, 12.987, 6.873], [19.172, 14.834, 8.259], [19.959, 16.052, 6.058], [20.546, 14.625, 5.232], [19.610, 12.334, 7.581], [19.981, 12.503, 5.955], [20.410, 16.887, -0.036], [20.291, 18.044, 0.478], [19.293, 18.152, 1.326], [21.245, 19.043, 0.351], [21.020, 16.668, -0.801], [19.835, 16.146, 0.287], [18.988, 19.084, 1.636], [18.528, 17.458, 1.423], [23.740, 12.313, 4.291], [24.855, 12.616, 3.745], [24.954, 12.001, 2.559], [25.790, 13.463, 4.335], [23.687, 12.805, 5.195], [23.267, 11.382, 4.234], [25.800, 12.191, 1.998], [24.096, 11.751, 2.009], [20.246, 18.550, 3.823], [20.781, 19.676, 4.128], [21.275, 20.174, 3.053], [20.787, 20.287, 5.361], [19.839, 18.029, 4.583], [20.018, 18.146, 2.870], [21.871, 20.929, 3.159], [21.262, 19.786, 2.110], [21.358, 13.382, 3.373], [20.287, 12.763, 3.779], [20.334, 11.700, 4.515], [18.986, 13.274, 3.466], [21.302, 14.358, 3.075], [22.272, 12.987, 3.743], [19.407, 11.229, 4.755], [21.200, 11.097, 4.668], [24.026, 13.140, 8.769], [23.033, 13.940, 7.962], [23.409, 15.473, 7.677], [22.706, 13.458, 6.852], [24.838, 12.964, 8.068], [23.631, 12.132, 9.016], [24.402, 13.607, 9.743], [22.176, 13.883, 8.690], [23.668, 15.918, 8.631], [22.472, 16.004, 7.353], [24.124, 15.707, 6.905], [21.727, 13.315, 6.872], [22.966, 16.136, 4.294], [22.595, 16.345, 2.841], [23.478, 15.546, 1.854], [21.412, 15.989, 2.611], [22.594, 15.246, 4.823], [22.659, 17.086, 4.737], [24.065, 15.935, 4.410], [22.748, 17.426, 2.771], [23.901, 14.567, 2.211], [24.416, 16.121, 1.622], [22.904, 15.386, 0.955], [21.182, 16.249, 1.735], [16.422, 17.597, 5.401], [17.801, 16.996, 5.512], [18.167, 16.512, 4.123], [18.783, 17.615, 5.979], [15.886, 17.134, 4.597], [16.421, 18.670, 5.217], [15.819, 17.525, 6.349], [17.692, 16.110, 6.071], [19.168, 16.115, 4.063], [17.960, 17.357, 3.510], [17.449, 15.778, 3.669], [18.438, 17.928, 6.859], [21.299, 11.203, -0.516], [21.786, 11.165, 0.882], [22.808, 10.026, 1.028], [22.462, 12.068, 1.253], [20.883, 12.174, -0.778], [20.609, 10.375, -0.526], [22.059, 10.985, -1.230], [20.984, 11.089, 1.610], [22.249, 9.059, 0.875], [23.141, 9.980, 2.056], [23.668, 9.971, 0.299], [21.996, 12.565, 1.987], [19.280, 13.927, 0.558], [18.857, 15.005, 1.390], [19.904, 14.176, -0.315], [18.464, 13.364, 0.257], [19.883, 13.166, 1.072], [19.045, 14.685, 2.275], [24.263, 13.672, -1.125], [24.569, 12.523, -0.330], [24.634, 13.589, -2.111], [24.658, 14.463, -0.539], [23.130, 13.794, -1.035], [23.804, 12.320, 0.198]],
  "mulliken_charge": [1.42, -0.05, -0.18, -0.78, 0.02, -0.57, 0.24, 0.31, -0.39, 0.45, -0.35, -0.80, 0.20, 0.21, 0.43, 0.19, -0.21, 0.12, -0.30, -0.71, 0.04, 0.26, 0.30, 0.19, 0.33, 0.61, -0.20, -0.79, -0.29, -0.27, 0.21, 0.14, 0.76, -0.25, -0.26, -0.78, -0.49, -0.29, 0.42, 0.24, -1.52, 0.71, -1.11, -0.50, 0.38, 0.34, 0.30, 0.21, 0.51, 0.15, 0.22, 0.14, -0.98, 1.04, -1.47, 0.90, -0.04, 0.44, 0.36, 0.50, 0.24, 0.51, 0.22, -1.05, -1.62, 0.28, -0.54, -0.72, 0.32, 0.40, 0.41, 0.31, -0.53, 0.56, 0.49, 0.42, -1.73, 1.01, -1.61, 0.05, 0.24, 0.42, 0.44, 0.79, 0.44, 0.37, 0.28, 0.18, -0.41, -0.70, 0.43, 0.47, 0.12, -0.26, -0.46, -0.64, 0.35, 0.24, -0.02, 0.54],
  "relative_energy_kj_mol": 1271.1,
  "homo_ev": -8.39,
  "smiles": "NC(N)=O.NC(N)=O.NC(N)=O.NC(N)=O.NC(N)=O.CC(C)O.CC(C)O.CC(C)O.CC(C)O.CO.CO",
  "energy_ha": -2134.82642,
  "total_charge": 0,
  "lumo_ev": -0.78,
  "spin_multiplicity": 1,
  "gap_ev": 7.614
}